Entry 1:
{"formula": "C23H45As4IN2OTi", "method": "ωB97M-V with the def2-TZVPD basis set", "orbital_gap_ev": 3.46, "relative_energy_kj_mol": 78.7, "total_energy_ev": -304139.1063, "charge": 4, "e_homo_ev": -17.1, "multiplicity": 1, "elements": ["Ti", "C", "C", "C", "C", "C", "C", "H", "H", "H", "H", "H", "H", "C", "As", "C", "C", "C", "C", "C", "As", "C", "C", "C", "As", "C", "C", "H", "H", "H", "H", "H", "H", "H", "H", "H", "H", "H", "H", "H", "H", "H", "H", "H", "H", "H", "H", "H", "H", "H", "H", "H", "H", "H", "I", "C", "C", "N", "N", "C", "H", "H", "H", "C", "As", "C", "C", "O", "H", "H", "H", "H", "H", "H", "H", "H", "H"], "positions_angstrom": [[-0.084, 0.044, 0.031], [-1.644, -0.177, -3.213], [-2.136, 0.504, -2.098], [-1.362, 1.495, -1.484], [-0.044, 1.722, -1.934], [0.446, 1.023, -3.038], [-0.376, 0.113, -3.704], [-2.281, -0.879, -3.738], [-3.160, 0.350, -1.780], [-1.814, 2.150, -0.748], [0.549, 2.544, -1.551], [1.431, 1.252, -3.427], [-0.034, -0.344, -4.624], [1.625, -2.235, -2.957], [1.114, -2.150, -1.089], [-0.280, -3.497, -1.009], [2.670, -3.043, -0.306], [3.058, -2.763, 1.143], [1.871, -3.010, 2.078], [3.572, -1.330, 1.257], [2.261, 0.112, 1.310], [1.984, 0.458, 3.194], [3.262, 1.643, 0.671], [4.196, -3.732, 1.533], [6.095, -3.731, 0.862], [6.767, -2.078, 1.686], [5.959, -3.056, -0.984], [2.174, -3.172, -3.062], [2.278, -1.411, -3.236], [0.748, -2.270, -3.596], [0.091, -4.382, -1.527], [-1.176, -3.142, -1.514], [-0.490, -3.759, 0.027], [3.494, -2.808, -0.978], [2.427, -4.101, -0.445], [1.004, -2.376, 1.825], [2.141, -2.813, 3.117], [1.552, -4.053, 2.020], [4.261, -1.094, 0.445], [4.115, -1.182, 2.195], [2.958, 0.356, 3.674], [1.301, -0.269, 3.627], [1.615, 1.469, 3.348], [4.249, 1.579, 1.133], [2.793, 2.571, 0.987], [3.385, 1.614, -0.410], [3.840, -4.750, 1.348], [4.333, -3.670, 2.618], [6.566, -2.080, 2.758], [6.390, -1.160, 1.233], [7.850, -2.082, 1.567], [5.446, -3.769, -1.630], [6.983, -2.985, -1.350], [5.517, -2.060, -1.081], [-1.940, 3.572, 4.731], [-1.019, 3.056, 2.966], [-0.398, 3.888, 2.042], [0.066, 3.122, 1.047], [-0.219, 1.810, 1.246], [-0.876, 1.787, 2.428], [-0.261, 4.960, 2.034], [0.576, 3.444, 0.241], [-1.188, 0.852, 2.858], [-3.519, -2.752, 0.479], [-2.591, -1.742, 1.798], [-1.801, -2.823, 3.147], [-3.712, -0.368, 2.499], [-1.204, -0.916, 0.988], [-4.455, -3.068, 0.950], [-2.951, -3.633, 0.189], [-3.755, -2.126, -0.379], [-2.623, -3.302, 3.687], [-1.234, -2.204, 3.841], [-1.173, -3.589, 2.695], [-4.649, -0.856, 2.782], [-3.918, 0.377, 1.731], [-3.272, 0.089, 3.383]], "lowdin_charge": [0.81, 0.00, -0.04, -0.17, -0.14, -0.03, -0.03, 0.14, 0.13, 0.13, 0.11, 0.14, 0.14, -0.23, 1.15, -0.25, -0.29, -0.67, -0.08, -0.30, 1.16, -0.21, -0.22, -0.36, 1.20, -0.34, -0.35, 0.07, 0.05, 0.04, 0.07, 0.03, 0.02, 0.05, 0.11, 0.02, 0.11, 0.11, 0.07, 0.10, 0.07, 0.04, 0.04, 0.07, 0.03, 0.05, 0.08, 0.08, 0.03, 0.01, 0.04, 0.02, 0.04, 0.00, 1.06, -0.74, -0.04, 0.04, -0.15, -0.21, 0.16, 0.16, 0.09, -0.15, 1.20, -0.15, -0.15, -0.57, 0.09, 0.05, 0.06, 0.09, 0.07, 0.05, 0.08, 0.07, 0.05]}

Entry 2:
{"formula": "C23H45BBrN4O7PSSi", "method": "ωB97M-V with the def2-TZVPD basis set", "orbital_gap_ev": 9.02, "relative_energy_kj_mol": 813.8, "total_energy_ev": -143590.2307, "charge": 0, "e_homo_ev": -8.9, "multiplicity": 1, "elements": ["C", "Si", "C", "C", "C", "C", "C", "C", "C", "C", "C", "C", "C", "O", "S", "O", "O", "C", "C", "P", "O", "O", "O", "B", "N", "O", "C", "Br", "C", "C", "N", "N", "N", "C", "C", "C", "C", "C", "C", "H", "H", "H", "H", "H", "H", "H", "H", "H", "H", "H", "H", "H", "H", "H", "H", "H", "H", "H", "H", "H", "H", "H", "H", "H", "H", "H", "H", "H", "H", "H", "H", "H", "H", "H", "H", "H", "H", "H", "H", "H", "H", "H", "H", "H"], "positions_angstrom": [[-2.387, -0.997, 5.474], [-2.532, -0.902, 3.535], [-0.760, -1.321, 2.879], [-3.910, -2.035, 2.844], [-3.402, -3.233, 1.901], [-3.965, -3.123, 0.376], [-3.334, -1.764, -0.277], [-2.657, -1.994, -1.710], [-2.528, -0.690, -2.624], [-1.376, 0.357, -2.209], [-0.595, 0.024, -0.856], [0.712, 0.954, -0.559], [0.375, 2.407, -1.070], [1.111, 3.549, -0.615], [2.356, 3.314, 0.475], [3.274, 4.500, 0.144], [3.332, 2.002, 0.197], [3.363, 1.352, -1.076], [4.817, 0.564, -1.056], [5.887, 0.986, 0.436], [7.232, 0.236, 0.211], [6.292, 2.635, 0.565], [5.313, 0.494, 1.945], [3.504, 2.266, -2.411], [4.612, 3.293, -2.446], [2.649, 2.269, -3.574], [2.112, 0.275, -1.057], [2.588, -0.801, 0.620], [2.061, -0.572, -2.384], [1.537, -2.039, -2.521], [1.307, -2.935, -1.371], [0.266, -2.084, -3.351], [2.523, -2.800, -3.420], [-2.841, 0.938, 2.984], [-4.121, 1.401, 2.239], [-4.303, 2.886, 1.773], [-3.220, 3.960, 2.029], [-1.952, 3.497, 2.823], [-1.741, 2.022, 3.303], [-2.713, 0.003, 5.939], [-2.983, -1.887, 5.897], [-1.268, -1.106, 5.753], [0.031, -0.797, 3.537], [-0.558, -2.446, 2.859], [-0.710, -0.871, 1.819], [-4.668, -1.426, 2.213], [-4.541, -2.465, 3.714], [-2.275, -3.400, 1.888], [-3.861, -4.212, 2.319], [-3.561, -4.016, -0.208], [-5.110, -3.091, 0.372], [-2.478, -1.475, 0.449], [-4.080, -0.899, -0.294], [-1.643, -2.526, -1.547], [-3.293, -2.760, -2.303], [-2.432, -0.996, -3.735], [-3.548, -0.144, -2.564], [-0.665, 0.429, -3.120], [-1.897, 1.391, -2.177], [-1.348, 0.271, -0.008], [-0.314, -1.066, -0.696], [0.699, 1.015, 0.600], [-0.741, 2.619, -0.838], [0.431, 2.402, -2.229], [5.476, 0.894, -1.954], [4.694, -0.564, -1.249], [6.513, 2.775, 1.523], [5.140, -0.478, 1.986], [4.996, 3.453, -1.503], [4.176, 4.204, -2.701], [3.163, 1.973, -4.360], [3.131, -0.569, -2.837], [1.462, 0.065, -3.148], [0.457, -3.484, -1.562], [2.099, -3.600, -1.325], [0.154, -3.044, -3.710], [0.368, -1.478, -4.180], [2.193, -3.765, -3.546], [3.454, -2.807, -2.958], [-4.983, 0.697, 1.988], [-5.258, 3.173, 1.194], [-3.377, 5.023, 1.642], [-1.160, 4.293, 3.033], [-0.774, 1.797, 3.864]], "lowdin_charge": [-0.21, 0.57, -0.21, -0.27, -0.26, -0.19, -0.20, -0.23, -0.21, -0.20, -0.16, -0.29, -0.21, -0.32, 1.04, -0.42, -0.41, -0.41, -0.16, 0.63, -0.37, -0.16, -0.22, -0.50, 0.16, 0.07, -0.49, 0.82, -0.10, -0.58, 0.03, 0.06, 0.02, -0.23, -0.08, -0.08, -0.08, -0.07, -0.07, 0.04, 0.04, 0.04, 0.05, 0.04, 0.01, 0.06, 0.09, 0.09, 0.11, 0.10, 0.11, 0.08, 0.11, 0.08, 0.11, 0.10, 0.11, 0.09, 0.11, 0.11, 0.09, 0.11, 0.14, 0.14, 0.12, 0.10, 0.10, 0.06, 0.05, 0.10, 0.12, 0.13, 0.13, 0.07, 0.08, 0.08, 0.09, 0.07, 0.07, 0.07, 0.09, 0.09, 0.08, 0.09]}

Entry 3:
{"formula": "C23H45O9P3RuTe", "method": "ωB97M-V with the def2-TZVPD basis set", "orbital_gap_ev": [8.58, 6.56], "total_energy_ev": -80743.3246, "charge": 2, "e_homo_ev": [-14.5, -14.4], "multiplicity": 5, "elements": ["Ru", "C", "C", "C", "O", "P", "O", "C", "P", "O", "O", "C", "C", "C", "O", "C", "C", "C", "O", "C", "C", "C", "H", "H", "H", "H", "H", "H", "H", "H", "H", "H", "H", "H", "H", "H", "H", "H", "H", "H", "H", "H", "H", "H", "H", "H", "H", "H", "H", "H", "H", "H", "C", "C", "C", "C", "C", "C", "H", "H", "H", "H", "H", "C", "C", "O", "P", "O", "Te", "O", "C", "C", "H", "H", "H", "H", "H", "H", "H", "H", "H", "H"], "positions_angstrom": [[0.743, 1.700, 0.843], [3.220, 0.137, -2.593], [2.038, -0.340, -3.402], [2.388, -1.378, -4.437], [1.077, -1.001, -2.476], [-0.033, -0.274, -1.676], [0.411, 1.057, -1.099], [-0.432, -1.451, -0.390], [0.843, -1.679, 0.861], [1.145, -0.339, 1.470], [2.113, -2.247, 0.192], [2.518, -3.624, -0.173], [2.975, -4.366, 1.059], [1.420, -4.314, -0.947], [0.351, -2.768, 1.838], [-0.719, -2.804, 2.864], [-0.839, -1.478, 3.577], [-2.000, -3.273, 2.217], [-1.275, 0.014, -2.549], [-2.187, -0.879, -3.309], [-3.275, -1.363, -2.379], [-1.440, -1.981, -4.021], [3.936, 0.615, -3.262], [3.713, -0.707, -2.108], [2.927, 0.861, -1.834], [1.512, 0.498, -3.862], [2.801, -2.266, -3.954], [3.142, -0.977, -5.114], [1.523, -1.672, -5.029], [-0.646, -2.411, -0.862], [-1.328, -1.083, 0.117], [3.368, -3.432, -0.825], [2.134, -4.662, 1.687], [3.664, -3.760, 1.645], [3.502, -5.268, 0.745], [0.546, -4.499, -0.318], [1.786, -5.283, -1.287], [1.133, -3.736, -1.828], [-0.346, -3.564, 3.547], [-1.206, -0.700, 2.905], [0.114, -1.163, 4.000], [-1.560, -1.590, 4.387], [-2.421, -2.508, 1.561], [-2.737, -3.482, 2.992], [-1.843, -4.188, 1.646], [-2.605, -0.192, -4.042], [-2.903, -2.115, -1.681], [-4.068, -1.825, -2.968], [-3.706, -0.535, -1.817], [-0.986, -2.690, -3.325], [-0.664, -1.586, -4.674], [-2.151, -2.534, -4.635], [4.965, 3.511, -0.061], [4.796, 2.347, 0.677], [3.517, 1.899, 0.970], [2.416, 2.638, 0.497], [2.583, 3.819, -0.239], [3.865, 4.240, -0.520], [5.964, 3.862, -0.283], [5.657, 1.793, 1.027], [3.378, 0.984, 1.535], [1.730, 4.380, -0.599], [4.019, 5.143, -1.096], [-3.008, 5.575, 0.432], [-2.071, 4.406, 0.546], [-2.596, 3.504, 1.575], [-1.873, 2.228, 2.101], [-1.448, 1.249, 1.032], [0.279, 2.897, 3.070], [-2.858, 1.605, 3.111], [-3.701, 2.375, 4.058], [-5.133, 2.302, 3.611], [-2.674, 6.219, -0.382], [-3.021, 6.159, 1.351], [-4.020, 5.240, 0.209], [-1.070, 4.716, 0.851], [-2.012, 3.831, -0.379], [-3.332, 3.399, 4.093], [-3.529, 1.897, 5.018], [-5.245, 2.695, 2.601], [-5.742, 2.909, 4.282], [-5.504, 1.279, 3.641]], "lowdin_charge": [1.19, -0.02, -0.38, -0.02, -0.19, 0.48, -0.37, -0.21, 0.45, -0.38, -0.16, -0.38, -0.03, -0.03, -0.16, -0.37, -0.04, -0.03, -0.14, -0.37, -0.03, -0.03, 0.10, 0.09, 0.06, 0.15, 0.09, 0.10, 0.07, 0.08, 0.07, 0.15, 0.08, 0.10, 0.10, 0.08, 0.10, 0.07, 0.15, 0.05, 0.09, 0.10, 0.08, 0.10, 0.09, 0.15, 0.07, 0.10, 0.09, 0.08, 0.08, 0.11, -0.03, -0.05, -0.11, -0.39, -0.09, -0.05, 0.12, 0.12, 0.10, 0.11, 0.12, -0.05, -0.25, -0.26, 0.14, -0.43, 0.87, -0.24, -0.20, -0.05, 0.09, 0.09, 0.09, 0.08, 0.12, 0.12, 0.13, 0.08, 0.10, 0.09]}